C31H46Cl2N2O2SeSi4SnTe | the ωB97M-V functional and the def2-TZVPD basis

```
90
C31H46Cl2N2O2SeSi4SnTe, DFT the ωB97M-V functional and the def2-TZVPD basis
Te -0.35112 3.17039 1.94030
Sn 0.00289 0.03385 0.78059
Se 2.31981 -1.96210 -1.42589
Cl -4.04656 2.46497 0.62452
Cl -3.76081 3.69951 -4.63881
Si -3.93650 3.17945 4.08378
Si 0.68272 4.87797 3.58501
Si -2.70955 3.96375 2.17932
Si -3.13898 5.96694 0.94200
O -1.71333 0.96725 0.10294
O 0.70637 0.83122 -1.26804
N 2.02403 -3.50311 -2.21729
N 0.64492 -1.85832 -0.78304
C -1.34027 1.66755 -2.17124
C 2.55244 -3.75255 1.81485
C -5.32083 2.05345 3.54222
C 1.86928 3.89236 4.61250
C -0.01484 -2.92094 -1.21452
C -2.71978 7.44071 2.00714
C -3.10159 2.92402 -3.25081
C -1.39307 -3.20157 -0.96502
C -2.08537 1.58722 -0.97528
C -0.82764 -1.67744 3.43756
C 1.36895 -3.00334 2.36027
C -2.04415 5.84819 -0.56494
C -1.87238 2.30655 -3.30259
C 1.50875 6.14255 2.50838
C 0.45505 -1.25040 3.76687
C -2.76354 2.28422 5.22285
C 0.16386 -5.03857 -2.51868
C -2.43193 -3.29094 2.36239
C -4.57921 4.77913 4.80068
C 0.07287 -3.42273 2.06996
C -1.03858 -2.77803 2.60444
C -0.71366 5.58442 4.59409
C 1.54473 -1.91023 3.20779
C 0.03924 1.24622 -2.22223
C -1.13954 -5.26793 -2.24822
C 0.76741 -3.84270 -2.00863
C -3.79844 2.97317 -2.04105
C 0.65381 -0.10819 4.72665
C -1.92030 -4.33990 -1.47387
C -4.95882 5.97831 0.53022
C -3.27288 2.33378 -0.94398
H -2.32643 6.61928 -1.28674
H -1.62037 -6.16175 -2.62127
H 2.17790 5.67119 1.78736
H -0.99488 5.99644 -0.30388
H -1.64621 7.59380 2.12042
H 2.55004 -1.58677 3.45684
H 0.54976 1.36688 -3.18614
H 2.63938 3.41761 4.00250
H 2.29537 -4.30128 0.90778
H -6.06523 2.56736 2.93139
H -5.83049 1.69303 4.44012
H 0.78009 6.73749 1.95535
H -4.72990 3.52003 -1.97409
H -3.76865 5.42522 5.14277
H -3.12588 8.33092 1.51830
H -5.17984 5.33592 4.07833
H -1.29536 2.33680 -4.21896
H -0.30231 6.27389 5.33758
H -2.45099 -4.03166 1.56501
H -4.96206 1.17982 2.99687
H -5.57108 6.13483 1.42046
H -1.26004 4.81188 5.13893
H -0.07376 -4.28767 1.43151
H -2.12965 4.88096 -1.06291
H -0.13092 0.64270 4.62044
H 2.37134 4.57052 5.30864
H -1.68517 -1.18100 3.88322
H -3.12200 -2.48396 2.10720
H -3.23136 2.20293 6.20791
H 3.38603 -3.08507 1.59687
H 2.90592 -4.48175 2.54643
H 2.10431 6.82283 3.12336
H 0.63013 -0.46883 5.75693
H 0.76428 -5.71862 -3.10642
H -3.17652 7.38393 2.99690
H 1.36249 3.12247 5.19564
H -1.99142 -2.50895 -0.38625
H -5.14662 6.81805 -0.14482
H -1.41315 6.15782 3.98321
H -2.56393 1.27243 4.86502
H -5.21601 4.57081 5.66417
H -5.30516 5.07263 0.03305
H -2.96408 -4.56870 -1.30067
H 1.61868 0.37645 4.57330
H -1.80486 2.78994 5.35287
H -2.81670 -3.76824 3.26524
```

Its HOMO energy is -13.143 eV. The charge is +2. The frontier orbital gap comes out at 7.18 eV. Its total energy is -6430.595330 Eh.

The molecule's Mulliken atomic charges, reported in e, are given here: number 1, Te, carries -0.36; number 2, Sn, carries 1.30; number 3, Se, carries 0.28; number 4, Cl, carries -0.03; number 5, Cl, carries -0.18; number 6, Si, carries 0.56; number 7, Si, carries 0.30; number 8, Si, carries 0.06; number 9, Si, carries 0.56; number 10, O, carries -0.58; number 11, O, carries -0.49; number 12, N, carries -0.73; number 13, N, carries -0.34; number 14, C, carries 0.44; number 15, C, carries -1.76; number 16, C, carries -1.20; number 17, C, carries -1.05; number 18, C, carries 0.74; number 19, C, carries -1.08; number 20, C, carries 0.09; number 21, C, carries -0.74; number 22, C, carries 0.45; number 23, C, carries -0.79; number 24, C, carries 0.57; number 25, C, carries -0.70; number 26, C, carries -0.91; number 27, C, carries -0.99; number 28, C, carries 1.07; number 29, C, carries -0.51; number 30, C, carries -0.73; number 31, C, carries -1.64; number 32, C, carries -1.02; number 33, C, carries -0.22; number 34, C, carries 0.50; number 35, C, carries -0.57; number 36, C, carries -0.75; number 37, C, carries -0.30; number 38, C, carries -0.62; number 39, C, carries 0.79; number 40, C, carries -0.66; number 41, C, carries -1.21; number 42, C, carries -0.68; number 43, C, carries -1.02; number 44, C, carries 0.39; number 45, H, carries 0.40; number 46, H, carries 0.42; number 47, H, carries 0.34; number 48, H, carries 0.28; number 49, H, carries 0.24; number 50, H, carries 0.45; number 51, H, carries 0.46; number 52, H, carries 0.34; number 53, H, carries 0.33; number 54, H, carries 0.33; number 55, H, carries 0.40; number 56, H, carries 0.25; number 57, H, carries 0.42; number 58, H, carries 0.30; number 59, H, carries 0.45; number 60, H, carries 0.31; number 61, H, carries 0.47; number 62, H, carries 0.53; number 63, H, carries 0.31; number 64, H, carries 0.35; number 65, H, carries 0.35; number 66, H, carries 0.06; number 67, H, carries 0.52; number 68, H, carries 0.04; number 69, H, carries -0.02; number 70, H, carries 0.42; number 71, H, carries 0.48; number 72, H, carries 0.30; number 73, H, carries 0.52; number 74, H, carries 0.38; number 75, H, carries 0.42; number 76, H, carries 0.40; number 77, H, carries 0.43; number 78, H, carries 0.49; number 79, H, carries 0.34; number 80, H, carries 0.25; number 81, H, carries 0.67; number 82, H, carries 0.42; number 83, H, carries -0.10; number 84, H, carries -0.15; number 85, H, carries 0.43; number 86, H, carries 0.27; number 87, H, carries 0.46; number 88, H, carries 0.35; number 89, H, carries 0.17; number 90, H, carries 0.45

---

C31H46Cl2N2O2SeSi4SnTe | the ωB97M-V functional and the def2-TZVPD basis

```
90
C31H46Cl2N2O2SeSi4SnTe, DFT the ωB97M-V functional and the def2-TZVPD basis
Te -0.64678 3.11959 -0.81666
Sn 0.53073 0.59910 -0.03055
Se -3.12996 0.67254 0.28013
Cl 0.25588 -4.65556 -5.43213
Cl 3.23316 -2.01358 -1.81579
Si 1.07013 3.18645 -4.68200
Si -0.90059 2.88635 -3.37773
Si -3.09594 3.57805 -3.95963
Si 0.28162 5.53531 -0.61485
O -0.91697 1.13390 -3.28309
O 1.13842 0.01068 -2.02226
N -1.65907 -0.18759 -0.28575
N -4.02157 -0.80649 0.53381
C 1.63641 -3.15436 -3.65412
C -0.85006 1.29869 3.13808
C 1.39520 -0.35189 3.01969
C -1.90826 -1.49885 -0.21853
C -3.24120 -1.83046 0.23656
C 1.55807 1.02672 2.92510
C -0.37467 -2.19696 -4.54941
C 1.06720 4.88961 -5.42910
C 0.42685 1.83753 2.97078
C -0.99725 0.04660 -3.94301
C -3.64999 -3.19974 0.34220
C -0.02690 -2.41959 3.25663
C 2.92362 1.63113 2.72613
C -2.91933 4.91187 -5.23978
C 1.86560 -2.06744 -2.86145
C -3.97192 4.18937 -2.43915
C -1.43374 -3.83476 -0.42505
C -0.98141 -0.08652 3.19536
C -0.46811 6.15595 0.94686
C 0.95430 -0.97137 -2.82505
C -2.76553 -4.16220 0.00675
C -0.43270 6.31348 -2.12690
C -2.03943 2.21072 3.28987
C -3.92397 2.05523 -4.63871
C 0.49587 -3.23091 -4.49359
C -0.99775 -2.55549 -0.53009
C 2.11817 5.47777 -0.53796
C 2.56590 2.84095 -3.64077
C 0.13163 -0.92669 3.14393
C 0.85444 1.90341 -6.01467
C -0.16056 -1.04182 -3.73492
H -0.05152 2.06214 -6.60521
H -1.76299 -0.01690 -4.72100
H -1.55780 6.10410 0.93730
H -4.94058 2.31263 -4.94809
H -3.40926 1.66005 -5.51848
H 2.88782 3.72395 -3.08936
H -2.12760 2.90137 2.44661
H 2.45551 4.83811 0.27981
H -3.05008 -5.20383 0.06920
H 0.08048 -2.73457 4.29644
H -1.96700 -0.52213 3.33360
H -0.06173 5.85134 -3.04239
H 0.54629 2.91745 2.94138
H 1.28134 5.67122 -4.69984
H -3.90678 5.27840 -5.53471
H 2.37919 2.03295 -2.92866
H -0.16124 7.37350 -2.15045
H -2.96784 1.64777 3.37643
H -3.90443 3.47758 -1.61407
H 0.01587 -2.34066 -0.83526
H -4.64762 -3.42460 0.69295
H -2.42288 4.54727 -6.14246
H -3.56766 5.14357 -2.09565
H 3.10293 1.86802 1.67125
H 2.48721 6.49013 -0.34298
H 1.84691 4.94899 -6.19457
H -3.99887 1.26310 -3.88879
H 2.57130 5.12615 -1.46357
H -5.03049 4.34287 -2.66589
H -1.93757 2.81704 4.19122
H -0.18071 7.20457 1.07473
H -1.01221 -2.74175 2.91817
H -1.52274 6.24923 -2.11798
H 0.11549 5.11790 -5.91407
H 3.39286 2.53115 -4.28526
H 0.73210 -2.94557 2.67773
H 3.71083 0.94910 3.04182
H -0.75567 -4.64447 -0.66437
H -2.35273 5.76530 -4.85883
H 0.84104 0.88490 -5.61964
H -0.09960 5.60401 1.81386
H 2.33501 -3.98160 -3.64188
H 2.27037 -0.99289 3.00464
H 1.70636 1.97070 -6.69702
H -1.22712 -2.23283 -5.21699
H 3.02833 2.56036 3.28601
```

Its HOMO energy is -13.315 eV. The charge is +2. The frontier orbital gap comes out at 6.85 eV. Its total energy is -6430.624383 Eh.

The molecule's Mulliken atomic charges, reported in e, are given here: number 1, Te, carries 0.01; number 2, Sn, carries 0.32; number 3, Se, carries 0.40; number 4, Cl, carries -0.17; number 5, Cl, carries -0.16; number 6, Si, carries 0.83; number 7, Si, carries -0.08; number 8, Si, carries 0.68; number 9, Si, carries 0.34; number 10, O, carries -0.30; number 11, O, carries -0.44; number 12, N, carries -0.09; number 13, N, carries -0.76; number 14, C, carries -0.34; number 15, C, carries 0.72; number 16, C, carries -0.73; number 17, C, carries 0.91; number 18, C, carries 0.66; number 19, C, carries 0.31; number 20, C, carries -1.34; number 21, C, carries -1.18; number 22, C, carries -0.39; number 23, C, carries -0.20; number 24, C, carries -0.76; number 25, C, carries -1.73; number 26, C, carries -1.13; number 27, C, carries -1.03; number 28, C, carries 0.87; number 29, C, carries -0.87; number 30, C, carries -1.10; number 31, C, carries -0.14; number 32, C, carries -1.05; number 33, C, carries -0.91; number 34, C, carries -0.74; number 35, C, carries -0.48; number 36, C, carries -1.69; number 37, C, carries -1.17; number 38, C, carries 0.00; number 39, C, carries -0.04; number 40, C, carries -0.80; number 41, C, carries -0.94; number 42, C, carries 0.65; number 43, C, carries -1.02; number 44, C, carries 1.22; number 45, H, carries 0.32; number 46, H, carries 0.28; number 47, H, carries 0.33; number 48, H, carries 0.46; number 49, H, carries 0.30; number 50, H, carries 0.21; number 51, H, carries 0.25; number 52, H, carries 0.27; number 53, H, carries 0.45; number 54, H, carries 0.43; number 55, H, carries 0.48; number 56, H, carries -0.29; number 57, H, carries 0.51; number 58, H, carries 0.35; number 59, H, carries 0.44; number 60, H, carries 0.09; number 61, H, carries 0.56; number 62, H, carries 0.37; number 63, H, carries 0.17; number 64, H, carries 0.32; number 65, H, carries 0.53; number 66, H, carries 0.32; number 67, H, carries 0.25; number 68, H, carries 0.13; number 69, H, carries 0.41; number 70, H, carries 0.46; number 71, H, carries 0.29; number 72, H, carries 0.21; number 73, H, carries 0.42; number 74, H, carries 0.47; number 75, H, carries 0.40; number 76, H, carries 0.31; number 77, H, carries 0.12; number 78, H, carries 0.34; number 79, H, carries 0.47; number 80, H, carries 0.39; number 81, H, carries 0.39; number 82, H, carries 0.54; number 83, H, carries 0.31; number 84, H, carries 0.18; number 85, H, carries 0.30; number 86, H, carries 0.51; number 87, H, carries 0.41; number 88, H, carries 0.49; number 89, H, carries 0.53; number 90, H, carries 0.39